# 1
ORCA calculation (ωB97M-V/def2-TZVPD) on a cluster of 3 separate species, C24H40BrClN2O4 in total.

XYZ file:
```
72
Properties=species:S:1:pos:R:3:forces:R:3
C -5.02293 1.58912 -0.65006 0.47 -1.07 -0.75
C -3.85095 0.40141 -0.54636 0.21 1.53 0.16
C -4.39259 -1.06963 -1.02652 0.88 0.63 -0.98
C -3.50590 -2.34367 -0.46980 -0.85 0.01 -0.24
C -3.42588 -2.29990 1.16719 0.47 -0.85 0.58
C -1.91520 -2.41010 1.79425 2.15 -1.94 2.77
C -1.72594 -3.49685 3.05120 2.77 2.74 -1.90
C -0.27403 -3.66487 3.79665 -0.28 3.33 -3.82
C 0.96479 -2.73420 3.26120 -1.96 -0.89 0.05
C 2.41618 -2.89368 4.07051 -0.99 -0.27 -1.43
Br 2.11641 -1.93882 5.84833 0.34 -0.34 -1.09
C 2.80160 -4.48276 4.26180 -0.12 0.63 0.88
C 2.53344 -4.99849 5.81874 0.18 -1.41 -0.91
C 0.86043 -1.66106 1.98239 -0.90 -1.45 1.39
N 2.13129 -0.94051 1.62653 -6.01 1.58 -4.53
C 1.83068 -0.07240 0.43723 -1.17 -1.54 1.59
Cl 3.29109 0.90723 -0.25715 -2.45 -1.70 1.16
C 0.40799 0.12855 -0.32504 -0.76 -2.35 2.76
N -0.82982 -0.59744 0.11915 6.18 0.03 1.84
C -0.60010 -1.52782 1.27655 -0.02 0.05 -0.02
H -6.05639 1.03144 -0.45525 2.04 1.66 -0.44
H -4.94196 1.99818 -1.76755 -0.65 -0.75 2.52
H -4.83200 2.47626 0.10621 -0.47 -1.95 -1.56
H -3.45845 0.44807 0.56074 -0.72 -0.52 -2.18
H -2.95660 0.81311 -1.22098 -1.81 -1.31 1.48
H -4.29075 -1.09682 -2.21552 -0.45 0.06 2.53
H -5.53729 -1.13024 -0.76696 2.28 -0.20 -0.32
H -2.43761 -2.42154 -0.99513 -2.42 0.44 1.33
H -4.11323 -3.32104 -0.78410 1.42 2.06 0.72
H -3.94747 -1.36895 1.66220 1.07 -1.68 -1.28
H -4.03946 -3.24822 1.55352 1.56 2.08 -0.60
H -2.64545 -4.15056 3.42683 2.17 1.67 -1.04
H -0.20517 -4.44741 4.67204 0.17 1.92 -1.96
H 3.29378 -2.31129 3.56109 -2.05 -1.04 0.88
H 3.95902 -4.57646 4.06012 -2.44 -0.01 0.20
H 2.14116 -5.07678 3.47346 1.66 1.14 1.78
H 1.43938 -4.79689 6.18161 2.25 -0.15 -0.64
H 2.64851 -6.18388 5.77443 -0.13 2.49 0.24
H 3.34058 -4.57265 6.56011 -1.84 -0.76 -1.55
H 0.32542 0.86705 -1.25164 0.23 -1.78 2.34
C 0.65107 7.21927 0.66890 -0.08 -0.06 0.20
O -0.39560 6.42996 1.22375 0.19 -0.09 -0.49
C -1.03472 5.60981 0.24040 0.05 -0.23 0.64
C -0.58590 4.15111 0.36092 0.16 0.29 -0.57
O 0.78169 3.99548 -0.02964 -0.18 0.05 0.42
C 1.64556 3.84164 1.09066 0.13 0.01 -0.19
H 1.19197 7.69668 1.48964 -0.16 -0.08 -0.03
H 1.35528 6.60777 0.09640 -0.06 0.03 -0.01
H 0.22887 7.99866 0.02734 0.09 0.02 -0.08
H -0.85487 5.99413 -0.77071 0.08 -0.10 0.09
H -2.11050 5.66364 0.43453 0.00 -0.04 -0.04
H -1.18249 3.54243 -0.32776 -0.05 0.03 0.04
H -0.75233 3.77054 1.37579 0.05 0.14 -0.06
H 1.47399 2.86859 1.56204 0.04 0.03 0.12
H 1.50270 4.64071 1.82290 -0.07 -0.04 0.00
H 2.67902 3.87760 0.73405 -0.21 -0.04 -0.05
C 3.45289 -0.96562 -6.27812 0.10 0.13 0.15
O 3.20850 0.21374 -5.51932 -0.40 -0.30 -0.19
C 1.84099 0.62958 -5.59043 0.37 0.14 0.58
C 1.08943 0.28031 -4.30321 -0.26 -0.35 -0.55
O 0.91748 -1.13389 -4.17070 0.37 0.29 0.19
C 1.81393 -1.69671 -3.21958 -0.14 -0.16 -0.12
H 4.46537 -1.31184 -6.05648 -0.10 0.15 0.02
H 2.74799 -1.76222 -6.02093 0.00 0.06 -0.05
H 3.38564 -0.74071 -7.34685 -0.04 -0.11 -0.04
H 1.34254 0.19726 -6.46623 0.02 -0.05 0.16
H 1.84712 1.71754 -5.70955 -0.05 -0.01 0.01
H 0.08586 0.71739 -4.35327 0.04 0.04 -0.02
H 1.59527 0.70036 -3.42562 0.11 -0.05 -0.13
H 1.53326 -1.37899 -2.21026 0.13 -0.03 0.02
H 2.84970 -1.41357 -3.42479 -0.02 0.06 0.04
H 1.73370 -2.78616 -3.27585 -0.10 0.17 -0.05
```
Forces are in eV/Å.

The value obtained for the HOMO-LUMO gap is 6.7 eV. Its net charge is 0. The HOMO energy is -8.24 eV. Its structure (SMILES) is CCCCCc1ccc([C@@H](Br)CC)c2nc(Cl)cnc12.COCCOC.COCCOC. The lowest unoccupied orbital energy is -1.5604 eV.

***

# 2
ORCA calculation (ωB97M-V/def2-TZVPD) on a structure of composition C24H40F4N3OS4V.

XYZ file:
```
77
Properties=species:S:1:pos:R:3:forces:R:3
V 0.31428 0.09940 0.20656 0.63 -0.29 -1.04
C 0.51336 3.65762 -0.39935 -0.24 -1.20 -1.92
C 1.84049 3.17145 0.06400 0.51 0.63 0.78
S 1.88150 1.81440 1.23978 -0.62 -0.09 0.87
C 1.02826 2.52801 2.77945 -0.47 0.64 -1.87
C -0.14886 1.66936 3.27698 1.39 -1.05 -0.79
S -1.18876 1.12583 1.90037 -0.19 0.63 -0.07
C -2.91007 0.93445 2.52454 0.65 -0.45 0.77
C -3.95181 1.45133 1.51696 0.30 -0.58 -0.78
S -3.63009 0.75621 -0.18627 -0.53 0.32 0.69
C -3.32245 2.25100 -1.13608 0.84 0.10 -0.09
C -2.07730 2.98325 -0.72156 -0.17 1.54 -0.81
S -0.50569 2.34463 -1.22416 1.20 -0.96 0.16
H 0.71560 4.41304 -1.13970 -0.10 0.41 -0.39
H -0.14168 4.06796 0.30455 -0.62 0.60 1.53
H 2.29791 4.01795 0.61554 0.24 -0.37 -0.66
H 2.44742 2.85535 -0.80379 -0.04 0.16 0.58
H 0.81190 3.60992 2.51824 -0.15 -1.33 0.45
H 1.75641 2.50285 3.54694 0.89 0.20 0.69
H -0.72167 2.22120 3.95262 -1.00 0.94 1.14
H 0.29101 0.80468 3.82310 -0.47 0.42 -0.39
H -2.91800 1.42084 3.53736 -0.31 -0.35 -1.00
H -3.00472 -0.17022 2.66906 -0.39 0.95 -0.04
H -4.10000 2.52238 1.36360 0.56 -0.01 0.47
H -4.91867 1.06949 1.80088 -0.35 -0.20 0.21
H -4.11698 2.96939 -1.18683 -0.83 0.13 0.51
H -3.20724 1.96248 -2.15704 0.01 -0.62 -0.82
H -2.10185 3.18587 0.31524 0.18 -0.07 1.35
H -2.03005 3.97975 -1.17935 -0.61 -0.05 -0.10
C 0.68130 -3.70719 2.86254 0.42 1.41 -2.04
C 0.31938 -2.47592 1.95191 1.78 0.69 1.26
N 1.36111 -1.63032 1.22688 -0.28 -1.43 -0.08
C 2.42482 -1.15647 2.14839 -0.95 1.87 -0.99
C 3.44600 -2.16318 2.55729 0.97 -0.30 0.59
C 1.91867 -2.40732 0.00518 -1.23 -0.24 1.50
C 2.65384 -1.49736 -0.93467 0.71 1.12 0.82
N 1.92865 -0.23314 -1.15219 -1.19 -1.39 1.34
C 2.35898 0.49611 -2.20508 1.66 0.57 -0.50
C 1.61625 0.73741 -3.34945 -0.08 -0.33 0.07
F 0.52640 0.00175 -3.60162 -0.67 -0.10 0.36
C 1.98260 1.61554 -4.34472 0.88 -0.36 1.01
F 1.13490 1.73509 -5.33673 -0.47 0.48 -1.26
C 3.19608 2.24979 -4.28149 0.60 0.06 -0.61
C 4.04803 1.93822 -3.22170 -1.07 1.01 0.10
F 5.08075 2.72715 -2.92114 0.86 0.08 -0.65
C 3.65804 1.09291 -2.23293 -1.29 -0.67 0.04
F 4.47502 0.94943 -1.19535 0.18 -0.17 0.77
H -0.26278 -3.98068 3.30715 -0.07 -0.37 0.33
H 1.41029 -3.34280 3.58103 -0.24 -0.58 0.29
H 1.07414 -4.49723 2.20826 0.01 -0.08 0.62
H -0.12120 -1.77487 2.64477 -0.50 0.45 0.13
H -0.37577 -2.71854 1.21581 -1.21 -0.56 -1.06
H 1.92100 -0.55160 2.97491 0.53 -1.19 -0.61
H 2.88683 -0.34098 1.53191 0.29 -0.94 0.80
H 3.16241 -3.17341 2.82927 -0.63 0.25 0.61
H 4.11247 -1.73927 3.31407 -0.16 -0.17 0.05
H 4.07278 -2.41134 1.73519 0.78 0.31 -1.00
H 0.97518 -2.73313 -0.47073 0.60 -0.28 0.09
H 2.53944 -3.28290 0.37507 -0.75 0.93 -0.69
H 2.82685 -1.98634 -1.87145 -0.02 -0.62 -0.67
H 3.65838 -1.34402 -0.51193 0.09 0.22 -0.04
H 3.54521 2.87088 -5.09065 -0.08 0.31 0.04
C -2.84330 -3.40153 0.09047 -2.06 2.87 1.96
N -2.87335 -2.56510 -1.11494 1.28 -1.03 0.34
C -3.95768 -2.86836 -1.99873 -1.73 1.02 -0.04
C -1.97038 -1.59384 -1.33760 -1.02 -0.50 -1.76
C -2.14937 -0.79586 -2.62245 1.43 1.48 1.18
O -1.09278 -1.34121 -0.52893 1.17 0.20 1.13
H -2.31473 -4.30845 0.03372 1.17 -0.89 -0.28
H -3.91171 -3.67946 0.26733 0.78 0.13 -0.02
H -2.56261 -2.74050 1.01120 -0.14 -1.38 -1.71
H -4.19415 -3.91142 -2.17997 0.42 -0.24 0.43
H -3.88357 -2.40390 -2.95560 0.53 0.07 -0.65
H -4.83883 -2.35959 -1.56782 -0.14 -0.57 -0.08
H -3.18061 -0.61256 -2.72935 -1.24 0.05 -0.73
H -1.63673 -1.11655 -3.53392 -0.30 -0.45 0.35
H -1.72846 0.21216 -2.40279 0.03 -0.79 -0.18
```
Forces are in eV/Å.

The value obtained for the HOMO-LUMO gap (alpha / beta) is 7.1 / 7.6 eV. Its net charge is +1. The HOMO energy (alpha / beta) is -9.21 / -9.72 eV. Its spin multiplicity is 4. The lowest unoccupied orbital energy (alpha / beta) is -2.1048 / -2.1199 eV.

***

# 3
ORCA calculation (ωB97M-V/def2-TZVPD) on a cluster of 4 separate species, C24H40FO13P in total.

XYZ file:
```
79
Properties=species:S:1:pos:R:3:forces:R:3
C -2.71013 3.57495 -0.80953 0.00 0.04 0.14
C -1.84515 2.50160 -1.40949 -0.43 0.22 -0.16
O -2.33598 2.13718 -2.72830 0.39 -0.39 0.04
C -2.44535 0.78032 -2.87655 -2.00 -0.97 0.87
O -3.45600 0.18148 -2.52060 2.09 2.42 -0.08
C -1.30804 0.05350 -3.55811 0.21 0.78 -0.03
C 0.01210 0.81928 -3.70541 0.03 -0.28 -0.31
C 1.26242 -0.02775 -3.48483 -0.91 0.22 0.47
C 1.36921 -0.76400 -2.17068 1.77 -1.48 0.16
O 2.29720 -1.55638 -1.99734 -1.44 1.24 -0.04
O 0.46587 -0.47384 -1.22376 0.52 0.19 -0.35
C 0.86939 -0.83799 0.12700 -1.24 0.17 -0.01
C 0.41861 0.31595 1.01437 0.09 -0.19 0.29
C 1.07387 0.28494 2.37496 0.25 0.27 -0.45
F 0.81028 1.50844 0.39138 -0.04 0.18 -0.18
P 0.16673 -2.41227 0.79097 0.84 -0.70 1.45
C -1.63246 -2.19122 1.07501 0.40 0.38 -0.61
C 0.40950 -3.74658 -0.43729 -0.58 0.38 -0.17
H -3.76037 3.32895 -0.89835 -0.20 -0.13 -0.03
H -2.46790 3.65145 0.24603 0.03 0.11 0.21
H -2.53773 4.54333 -1.26299 0.02 0.16 -0.18
H -1.86539 1.62181 -0.77842 0.10 -0.24 0.13
H -0.82638 2.85593 -1.50702 0.30 -0.09 -0.02
H -1.67622 -0.16888 -4.55645 0.03 0.07 -0.04
H -1.20507 -0.89252 -3.04447 0.06 -0.19 0.14
H 0.05471 1.17983 -4.72893 0.11 0.21 -0.15
H 0.05290 1.70940 -3.09649 -0.11 0.09 0.38
H 1.38806 -0.76276 -4.26874 0.12 -0.20 -0.16
H 2.12574 0.62715 -3.49853 0.33 0.02 -0.13
H 1.94657 -0.87429 0.21257 0.29 -0.28 -0.39
H -0.66205 0.35125 1.10581 -0.23 0.12 -0.16
H 0.96674 1.25979 2.83422 -0.26 0.11 0.27
H 2.13988 0.12767 2.23319 0.21 -0.19 0.13
H 0.66825 -0.49032 3.00624 -0.08 -0.15 0.21
H -2.22096 -1.91196 0.20905 -0.22 -0.06 -0.16
H -1.74150 -1.44942 1.85719 -0.07 0.20 0.15
H -1.97861 -3.12517 1.49623 -0.14 -0.29 -0.07
H 0.37473 -3.42321 -1.46870 0.12 0.05 -0.26
H -0.40407 -4.45432 -0.31099 -0.20 -0.06 0.11
H 1.32756 -4.26761 -0.21380 0.36 0.05 -0.08
C 3.75925 1.71702 -1.07804 0.13 -0.24 0.19
C 3.68319 2.64357 0.10938 -0.12 -0.06 -0.23
C 4.04859 4.08377 -0.17281 -0.01 0.10 0.02
O 4.57617 4.51799 1.08660 0.00 0.01 -0.10
C 5.05281 3.42740 1.73711 -0.15 -0.11 -0.23
O 5.71404 3.46214 2.71793 0.16 0.02 0.26
O 4.66721 2.29406 1.10095 -0.01 0.07 0.08
H 3.12517 2.08020 -1.88761 -0.04 0.06 0.04
H 4.78400 1.62720 -1.43965 0.01 0.12 -0.03
H 3.42616 0.71720 -0.80062 -0.03 0.00 -0.05
H 2.69838 2.57732 0.57962 0.15 0.07 -0.03
H 3.19601 4.69651 -0.45504 0.01 0.07 0.13
H 4.83088 4.17676 -0.93066 0.00 -0.06 -0.02
C 1.83228 -2.03112 6.92592 -0.01 0.02 -0.30
C 1.51239 -0.58128 7.19222 0.06 -0.32 0.01
C 0.42192 -0.34255 8.21307 -0.02 0.10 0.11
O -0.14851 0.89546 7.76891 0.00 -0.10 0.04
C 0.07670 1.00196 6.43729 0.11 -0.17 0.08
O -0.41923 1.81144 5.72939 -0.12 0.19 -0.18
O 0.94560 0.04626 6.02755 0.04 0.07 0.04
H 2.10681 -2.53822 7.85082 0.01 0.03 0.03
H 0.97386 -2.53649 6.48276 -0.06 0.01 0.09
H 2.66107 -2.11981 6.22473 0.03 0.01 0.04
H 2.41997 -0.03166 7.45571 -0.04 0.06 0.02
H 0.79671 -0.24108 9.22832 -0.04 0.14 0.00
H -0.35161 -1.11390 8.18606 0.04 -0.04 -0.05
C -4.56070 -0.85147 -4.81277 -0.03 0.19 -0.09
C -3.51178 -1.89966 -4.53872 -0.41 0.01 -0.08
C -3.86778 -3.30437 -4.97617 0.05 -0.09 -0.04
O -3.15013 -4.11197 -4.03090 -0.06 -0.11 -0.09
C -2.98611 -3.37746 -2.90582 -0.26 0.40 -0.42
O -2.59770 -3.79361 -1.86665 0.22 -0.29 0.37
O -3.32825 -2.08785 -3.12574 0.21 -1.19 -0.20
H -4.80994 -0.82773 -5.87407 0.01 -0.11 -0.07
H -5.46339 -1.05682 -4.23770 0.00 -0.05 -0.02
H -4.20501 0.13430 -4.51507 -0.22 -0.20 -0.26
H -2.54849 -1.59656 -4.96042 -0.22 -0.36 -0.07
H -3.54645 -3.53596 -5.98840 0.10 -0.11 0.06
H -4.93505 -3.51473 -4.87593 -0.02 0.07 0.02
```
Forces are in eV/Å.

The value obtained for the HOMO-LUMO gap is 8.4 eV. Its net charge is 0. The HOMO energy is -8.01 eV. Its structure (SMILES) is CCOC(=O)CCCC(=O)O[C@@H]([C@@H](C)F)P(C)C.C[C@@H]1COC(=O)O1.C[C@@H]1COC(=O)O1.C[C@@H]1COC(=O)O1. The lowest unoccupied orbital energy is 0.4083 eV.

***

| no. | energy (eV) | F_max (eV/A) |
| --- | --- | --- |
| 1 | -119255.2374 | 7.7 |
| 2 | -111947.3145 | 4.0 |
| 3 | -64160.9039 | 3.2 |